{"formula": "C31H55BrCuNP3", "method": "ωB97M-V with the def2-TZVPD basis set", "species": ["N", "C", "C", "C", "C", "C", "C", "Cu", "P", "C", "C", "C", "C", "C", "C", "C", "Br", "H", "H", "H", "H", "H", "H", "H", "H", "H", "H", "P", "C", "C", "H", "H", "H", "H", "H", "C", "C", "H", "H", "H", "H", "H", "C", "C", "H", "H", "H", "H", "H", "C", "C", "H", "H", "H", "H", "H", "C", "C", "H", "H", "H", "H", "H", "C", "C", "H", "H", "H", "H", "H", "C", "C", "P", "C", "C", "C", "C", "H", "H", "H", "H", "H", "H", "H", "H", "H", "H", "H", "H", "H", "H", "H"], "positions_angstrom": [[4.783, -7.763, -5.389], [3.606, -8.157, -4.891], [2.851, -7.340, -4.041], [3.301, -6.035, -3.744], [4.569, -5.657, -4.249], [5.266, -6.557, -5.073], [2.463, -5.130, -2.984], [-0.398, -0.019, 0.753], [-3.000, 5.663, -1.675], [2.629, -3.781, -2.927], [1.770, -2.913, -2.159], [1.695, -1.529, -2.445], [0.911, -0.680, -1.654], [0.254, -1.218, -0.551], [0.186, -2.584, -0.333], [0.973, -3.432, -1.114], [-1.784, 1.949, 0.812], [1.594, -5.587, -2.499], [3.403, -3.289, -3.522], [1.914, -7.717, -3.634], [5.008, -4.689, -4.017], [3.248, -9.152, -5.168], [6.239, -6.284, -5.495], [2.245, -1.130, -3.300], [0.987, -4.502, -0.895], [0.815, 0.377, -1.902], [-0.451, -3.002, 0.445], [1.411, 1.160, 1.291], [-3.724, 4.067, -2.265], [-4.566, 4.272, -3.525], [-4.336, 3.677, -1.440], [-2.894, 3.371, -2.440], [-5.219, 3.408, -3.680], [-5.200, 5.163, -3.443], [-3.945, 4.375, -4.422], [-1.290, 5.505, -2.360], [-0.619, 6.871, -2.479], [-1.392, 5.032, -3.346], [-0.725, 4.832, -1.702], [0.234, 6.809, -3.161], [-1.310, 7.623, -2.871], [-0.240, 7.223, -1.514], [-2.654, 5.327, 0.107], [-3.770, 5.809, 1.028], [-1.717, 5.851, 0.344], [-2.484, 4.246, 0.223], [-3.434, 5.746, 2.071], [-4.026, 6.855, 0.818], [-4.679, 5.202, 0.941], [1.305, 2.039, 2.909], [2.507, 1.946, 3.849], [0.395, 1.668, 3.405], [1.108, 3.090, 2.649], [2.626, 0.943, 4.278], [3.444, 2.241, 3.362], [2.350, 2.637, 4.686], [1.731, 2.499, 0.067], [2.933, 2.375, -0.868], [1.803, 3.423, 0.656], [0.799, 2.562, -0.514], [3.884, 2.456, -0.328], [2.936, 1.440, -1.441], [2.903, 3.198, -1.592], [2.952, 0.172, 1.306], [2.859, -1.124, 2.117], [3.750, 0.822, 1.697], [3.198, -0.055, 0.256], [3.374, -1.926, 1.575], [3.345, -1.024, 3.095], [1.824, -1.454, 2.282], [-0.351, -3.661, 3.108], [-1.642, -3.075, 2.538], [-1.627, -1.265, 2.195], [-3.376, -0.985, 1.694], [-4.494, -1.494, 2.593], [-1.493, -0.472, 3.854], [-2.246, -1.108, 5.016], [0.487, -3.592, 2.403], [-0.511, -4.728, 3.317], [-0.064, -3.177, 4.050], [-1.899, -3.572, 1.588], [-2.480, -3.277, 3.219], [-3.440, 0.108, 1.576], [-3.451, -1.420, 0.686], [-4.558, -0.935, 3.530], [-5.446, -1.348, 2.072], [-4.406, -2.562, 2.819], [-0.413, -0.438, 4.065], [-1.820, 0.565, 3.697], [-2.096, -2.189, 5.082], [-1.874, -0.668, 5.950], [-3.318, -0.900, 4.978]], "homo_energy_ev": [-12.22, -12.22], "e_above_lowest_ev": 0.032, "s_squared": 0.76, "spin_multiplicity": 2, "orbital_gap_ev": [4.51, 3.23], "charge": 2, "max_force_ev_per_a": 4.1}



{"formula": "C31H55CrIN7O2PS2", "method": "ωB97M-V with the def2-TZVPD basis set", "species": ["Cr", "C", "N", "C", "C", "N", "C", "C", "C", "C", "C", "C", "N", "C", "N", "C", "C", "N", "C", "C", "N", "C", "C", "H", "H", "H", "H", "H", "H", "H", "H", "H", "H", "H", "H", "H", "H", "H", "H", "H", "H", "H", "H", "H", "H", "H", "H", "H", "H", "H", "H", "C", "C", "C", "O", "P", "S", "S", "O", "C", "C", "C", "H", "H", "H", "H", "H", "H", "H", "H", "H", "H", "H", "H", "H", "H", "C", "C", "C", "C", "H", "H", "H", "H", "H", "H", "H", "H", "H", "I", "C", "C", "C", "C", "C", "N", "H", "H", "H", "H"], "positions_angstrom": [[0.012, -0.872, -0.555], [2.536, -2.136, -2.583], [2.742, -0.697, -2.473], [3.009, 0.040, -3.703], [2.791, -0.113, -1.254], [1.966, -0.572, -0.286], [2.395, -0.511, 1.064], [3.718, -0.551, 1.495], [4.028, -0.347, 2.832], [3.014, -0.080, 3.741], [1.691, -0.135, 3.330], [1.372, -0.442, 2.010], [0.060, -0.659, 1.522], [-0.821, -1.167, 2.387], [-2.136, -0.854, 2.276], [-2.583, 0.448, 1.802], [-3.193, -1.718, 2.778], [-0.494, -2.041, 3.374], [0.628, -2.963, 3.279], [-1.039, -1.915, 4.718], [3.672, 0.879, -1.056], [3.488, 1.939, -0.077], [4.950, 0.948, -1.749], [2.592, -2.411, -3.635], [1.568, -2.453, -2.214], [3.312, -2.681, -2.042], [2.254, -0.237, -4.440], [3.990, -0.189, -4.122], [2.913, 1.105, -3.515], [4.513, -0.708, 0.777], [5.061, -0.365, 3.153], [3.249, 0.148, 4.772], [0.898, 0.045, 4.047], [-3.009, 1.018, 2.633], [-3.353, 0.324, 1.038], [-1.756, 0.986, 1.357], [-3.598, -1.373, 3.732], [-2.829, -2.736, 2.894], [-4.015, -1.714, 2.058], [0.987, -3.017, 2.261], [0.288, -3.954, 3.587], [1.449, -2.651, 3.928], [-1.684, -1.045, 4.792], [-0.209, -1.782, 5.418], [-1.598, -2.805, 5.015], [2.521, 1.858, 0.399], [3.525, 2.896, -0.597], [4.276, 1.888, 0.677], [5.155, 0.023, -2.277], [5.730, 1.096, -0.999], [4.983, 1.785, -2.448], [-3.386, 3.849, -1.316], [-2.142, 4.440, -1.951], [-1.925, 3.975, -3.375], [-1.003, 4.204, -1.072], [0.126, 3.086, -1.112], [1.396, 3.225, -2.564], [-0.901, 1.311, -1.086], [0.843, 3.324, 0.283], [0.483, 4.062, 1.482], [-0.735, 3.456, 2.143], [0.375, 5.553, 1.228], [-4.268, 4.218, -1.843], [-3.464, 4.153, -0.272], [-3.373, 2.760, -1.370], [-2.223, 5.528, -1.943], [-1.822, 2.890, -3.427], [-1.036, 4.427, -3.811], [-2.795, 4.269, -3.965], [1.349, 3.883, 2.122], [-1.612, 3.541, 1.498], [-0.940, 3.981, 3.079], [-0.552, 2.405, 2.368], [-0.539, 5.805, 0.696], [1.228, 5.901, 0.645], [0.379, 6.075, 2.187], [-1.710, -4.635, -1.214], [-0.395, -3.881, -1.419], [0.729, -4.912, -1.563], [-0.118, -2.895, -0.264], [-1.882, -5.353, -2.018], [-2.570, -3.964, -1.181], [-1.680, -5.188, -0.271], [-0.488, -3.338, -2.368], [0.696, -5.612, -0.723], [1.718, -4.457, -1.559], [0.624, -5.493, -2.481], [0.829, -3.144, 0.226], [-0.898, -2.991, 0.503], [-0.582, -0.610, -3.973], [-2.224, -0.991, -2.766], [-3.495, -0.970, -3.320], [-4.570, -1.267, -2.501], [-4.330, -1.598, -1.176], [-3.028, -1.590, -0.720], [-1.982, -1.271, -1.491], [-3.626, -0.723, -4.363], [-5.576, -1.251, -2.898], [-5.134, -1.867, -0.505], [-2.787, -1.849, 0.299]], "homo_energy_ev": [-9.90, -9.99], "s_squared": 0.76, "spin_multiplicity": 2, "orbital_gap_ev": [7.10, 7.47], "charge": 1, "max_force_ev_per_a": 0.6}



{"formula": "C31H55IrO6Si", "method": "ωB97M-V with the def2-TZVPD basis set", "species": ["O", "C", "C", "H", "H", "C", "H", "H", "C", "H", "H", "H", "C", "H", "H", "H", "Ir", "C", "C", "C", "H", "C", "C", "H", "H", "H", "H", "C", "C", "C", "H", "C", "C", "H", "H", "H", "H", "O", "C", "C", "H", "H", "C", "H", "H", "C", "H", "H", "H", "H", "C", "C", "C", "C", "O", "Si", "O", "O", "C", "C", "C", "C", "O", "C", "C", "C", "C", "H", "H", "H", "H", "H", "H", "H", "H", "H", "H", "H", "H", "H", "H", "H", "H", "H", "H", "H", "H", "H", "H", "H", "H", "H", "H", "H"], "positions_angstrom": [[-1.635, -0.059, -4.201], [-2.269, -1.327, -3.794], [-1.725, -2.058, -5.039], [-3.350, -1.217, -3.754], [-1.870, -1.696, -2.838], [-0.880, -0.764, -5.232], [-2.495, -2.193, -5.813], [-1.144, -2.957, -4.838], [-1.026, -0.026, -6.527], [-2.082, 0.215, -6.692], [-0.651, -0.624, -7.364], [-0.452, 0.905, -6.473], [0.567, -1.041, -4.888], [0.682, -1.670, -3.991], [1.097, -0.106, -4.699], [1.052, -1.547, -5.738], [0.956, -0.868, 0.001], [2.116, -2.740, 0.189], [0.911, -2.880, 0.962], [-0.214, -2.729, 0.080], [0.866, -3.074, 2.024], [0.298, -2.509, -1.250], [1.740, -2.507, -1.180], [2.421, -2.370, -2.015], [3.128, -2.787, 0.581], [-1.265, -2.770, 0.356], [-0.308, -2.402, -2.140], [2.082, 0.841, -0.169], [2.816, 0.804, -1.414], [1.924, 0.971, -2.489], [3.900, 0.755, -1.458], [0.604, 1.100, -2.005], [0.601, 1.036, -0.563], [-0.106, 1.525, 0.103], [2.491, 1.218, 0.764], [2.226, 1.055, -3.524], [-0.282, 1.288, -2.600], [-4.252, -0.497, -5.494], [-4.365, -0.708, -6.925], [-5.838, -0.635, -7.352], [-3.917, -1.683, -7.194], [-3.790, 0.075, -7.448], [-6.631, -0.445, -6.039], [-6.134, -1.544, -7.881], [-5.990, 0.212, -8.024], [-5.564, -0.218, -4.946], [-7.225, -1.342, -5.836], [-7.317, 0.402, -6.113], [-5.737, -0.882, -4.084], [-5.573, 0.824, -4.585], [0.104, 3.861, 3.840], [1.414, 3.487, 3.160], [1.729, 4.471, 2.041], [2.557, 3.505, 4.167], [1.286, 2.187, 2.528], [1.014, 0.689, 3.147], [0.803, -0.373, 1.978], [2.268, 0.348, 4.158], [3.518, -0.373, 3.974], [4.235, 0.064, 2.702], [4.390, -0.026, 5.175], [3.228, -1.869, 3.954], [-0.319, 0.808, 4.101], [-0.887, -0.237, 4.939], [-0.939, -1.578, 4.207], [-0.070, -0.351, 6.218], [-2.284, 0.250, 5.300], [0.166, 4.888, 4.227], [-0.119, 3.192, 4.681], [-0.718, 3.812, 3.116], [2.682, 4.207, 1.563], [1.815, 5.487, 2.451], [0.935, 4.467, 1.283], [2.375, 2.829, 5.011], [3.501, 3.233, 3.676], [2.666, 4.526, 4.564], [4.361, 1.156, 2.690], [5.235, -0.397, 2.682], [3.695, -0.257, 1.800], [3.917, -0.349, 6.112], [5.361, -0.529, 5.094], [4.573, 1.056, 5.221], [2.747, -2.181, 4.892], [2.582, -2.144, 3.108], [4.172, -2.422, 3.859], [0.065, -1.999, 4.050], [-1.506, -2.302, 4.809], [-1.435, -1.481, 3.233], [-0.108, 0.595, 6.773], [-0.482, -1.140, 6.862], [0.981, -0.584, 6.015], [-2.219, 1.184, 5.872], [-2.880, 0.431, 4.398], [-2.806, -0.493, 5.914]], "homo_energy_ev": [-5.59, -8.32], "e_above_lowest_ev": 0.058, "s_squared": 6.03, "spin_multiplicity": 5, "orbital_gap_ev": [6.15, 6.73], "charge": 0, "max_force_ev_per_a": 3.0}